Here is a cluster of 2 separate species, C6H12N3O in total in a non-equilibrium geometry from the OMol25 dataset. Energies are from ωB97M-V/def2-TZVPD.

The LUMO energy comes out at -3.655 eV. As for the spin multiplicity: 1. As for the net charge: +1. The total energy comes out at -474.870986 Ha. The value obtained for the HOMO-LUMO gap is 0.371 hartree.

Geometry as XYZ:
```
22
Properties=species:S:1:pos:R:3:forces:R:3
C -0.9360 -2.2661 -0.4044 0.56 0.25 0.20
C 0.1860 -1.2987 -0.4107 0.28 -1.95 -2.65
C -2.8707 0.9357 0.0956 1.24 2.31 -0.56
C -1.8980 -2.1241 0.4664 -3.38 -0.95 1.98
C 1.6285 0.9451 1.3288 -1.28 -0.53 1.06
C 2.0428 0.6405 -1.0879 0.03 -0.27 -3.85
N -0.0194 -0.1359 0.0241 -0.13 0.73 0.09
N -2.0589 1.7958 0.0014 -3.54 -3.74 0.48
N 1.0419 0.8104 -0.0912 1.67 0.46 3.68
O -1.1146 2.4706 0.0493 2.48 2.18 0.04
H -1.0409 -3.1195 -1.0603 0.89 0.12 -0.27
H 1.0679 -1.6785 -1.0281 -0.72 0.89 1.13
H -3.8441 0.7679 -0.2865 -0.54 -0.42 0.01
H -2.7506 -2.9189 0.5325 1.64 1.64 -0.27
H -2.0013 -1.2943 1.1983 0.42 -0.73 -0.59
H 0.7835 1.3410 1.9522 0.87 -0.27 -0.57
H 1.9149 -0.0405 1.7779 -0.18 0.76 -0.92
H 2.4584 1.6362 1.3325 0.14 0.15 -0.22
H 2.6761 1.5618 -1.2676 -1.12 -0.90 0.38
H 2.7327 -0.1868 -0.9241 -0.30 -0.04 0.22
H 1.3438 0.4102 -2.0013 2.05 0.49 0.99
H 0.6580 1.7480 -0.1971 -1.09 -0.16 -0.37
```
Forces are in eV/Å.

Listed below, in e, are the Mulliken charges computed for each atom: -0.31 0.22 -0.20 -0.77 -0.79 -0.99 -0.53 0.55 0.31 -0.69 0.35 0.35 0.36 0.23 0.30 0.32 0.31 0.42 0.33 0.39 0.44 0.38

=====

Here is a structure of composition C18H49Mn2NO22S6 in a non-equilibrium geometry from the OMol25 dataset. Energies are from ωB97M-V/def2-TZVPD.

The LUMO energy (alpha / beta) comes out at -10.009 / -10.070 eV. As for the spin multiplicity: 11. As for the net charge: +2. The total energy comes out at -7115.503766 Ha. The value obtained for the HOMO-LUMO gap (alpha / beta) is 0.149 / 0.147 hartree.

Geometry as XYZ:
```
98
Properties=species:S:1:pos:R:3:forces:R:3
Mn -1.4573 -3.9091 -0.9166 1.73 0.53 0.79
Mn -3.3338 -1.3822 -2.7636 2.71 -0.52 1.25
N -0.4963 -0.8757 -0.9434 2.47 2.46 3.65
O -0.4430 -1.9998 -0.4968 0.19 -3.58 1.12
O -1.3927 -0.6252 -1.7276 -3.60 1.73 -3.53
O 0.2403 -0.0034 -0.4446 -1.18 -0.93 -1.92
O -2.3287 -3.1550 -2.5202 -2.19 1.31 -1.62
H -2.2508 -3.5098 -3.4271 0.29 -0.49 0.55
O 2.3401 5.1077 -0.2751 1.16 -1.04 -0.26
S 3.2850 4.0150 -0.2151 0.10 -1.04 0.77
O 4.7379 4.1850 -0.2611 -2.69 -0.30 0.34
O 2.9253 3.1851 1.2438 3.11 0.92 -2.67
C 1.5930 2.9855 1.5610 -0.97 0.09 0.92
C 1.6022 2.0576 2.7716 0.09 0.59 -0.47
C 2.8810 2.6674 -1.4818 0.51 1.10 1.00
H 1.0924 2.5109 0.7171 -0.47 0.24 0.02
H 1.1874 3.9566 1.8448 -0.59 -0.10 -0.35
H 2.0033 1.1083 2.4164 -0.15 -0.26 0.44
H 0.6045 2.0023 3.2070 0.00 -0.31 -0.12
H 2.2633 2.4943 3.5203 0.07 -0.18 0.03
H 1.8312 2.3799 -1.4241 0.12 0.09 0.17
H 3.5783 1.8656 -1.2387 -0.18 -0.04 0.04
H 3.1256 3.0642 -2.4671 -0.04 0.21 0.16
O -1.0619 -4.3183 1.0862 -0.31 -0.09 0.19
S -0.5946 -4.0838 2.4634 2.20 1.02 3.27
O 0.8601 -4.0261 2.7356 -3.79 -0.41 -1.12
O -1.2946 -2.6793 2.9073 0.58 -2.00 -1.66
C -0.8303 -2.0862 4.1402 0.43 1.48 0.91
C -0.0015 -0.8096 3.8969 -0.13 -0.52 -0.40
C -1.4367 -5.2322 3.7041 0.44 0.13 -1.02
H -0.3138 -2.7938 4.7887 0.19 -0.17 -0.37
H -1.7488 -1.8244 4.6655 -0.04 0.02 -0.05
H -0.5751 -0.0414 3.3783 -0.23 -0.08 0.35
H 0.8803 -0.9476 3.2712 0.07 -0.52 0.11
H 0.3477 -0.4229 4.8543 -0.17 0.06 0.01
H -2.5172 -5.0966 3.6569 0.16 0.24 -0.17
H -1.0512 -5.0079 4.6986 0.11 0.42 -0.24
H -1.1928 -6.2771 3.5124 0.18 0.15 -0.40
O 0.2588 -4.1266 -2.1535 0.62 0.47 -0.91
S 0.8823 -3.7639 -3.4404 0.92 0.51 -3.13
O 0.2148 -4.1585 -4.6940 0.33 0.72 2.72
O 1.1310 -2.1129 -3.4884 -1.08 -2.36 0.77
C 1.4155 -1.5303 -4.7891 0.47 0.74 -1.08
C 1.0109 -0.0709 -4.7361 -0.55 -0.32 0.42
C 2.6023 -4.3465 -3.5323 -0.65 0.40 0.49
H 0.8390 -1.9619 -5.6073 -0.15 -0.54 0.41
H 2.4649 -1.6584 -5.0547 0.12 -0.12 0.39
H -0.0410 -0.1281 -4.4563 -0.24 0.46 0.13
H 1.0412 0.3918 -5.7226 0.29 -0.08 0.06
H 1.5350 0.5341 -3.9963 0.13 -0.12 -0.12
H 2.7107 -5.2737 -2.9694 -0.05 0.12 -0.01
H 3.1859 -3.5264 -3.1141 0.19 -0.21 0.23
H 2.8450 -4.4858 -4.5857 -0.27 0.01 0.06
O 4.6700 -2.1267 -1.2441 0.02 -0.71 1.41
S 4.4493 -2.5110 0.1445 -2.19 0.25 2.02
O 4.6720 -3.8569 0.6835 0.38 2.49 -1.37
O 5.1100 -1.4353 1.2062 0.68 -2.61 -0.97
C 5.1879 -0.0259 0.9419 -0.92 0.43 -0.82
C 6.0691 0.3667 -0.2060 1.50 -0.71 -0.08
C 2.6485 -2.1639 0.6383 1.43 0.13 -0.68
H 5.6437 0.4355 1.8179 -0.62 -0.29 0.30
H 4.1295 0.1951 0.8044 0.06 1.10 0.17
H 7.0168 -0.1186 0.0270 0.26 -0.32 -0.11
H 6.4033 1.4037 -0.1730 -0.79 0.25 -0.18
H 5.8186 -0.0122 -1.1969 -0.38 0.44 0.14
H 2.3193 -1.1812 0.3007 0.34 0.09 0.05
H 2.7005 -2.2102 1.7261 -0.25 -0.19 -0.17
H 1.9644 -2.8821 0.1863 0.38 -0.28 0.20
O -1.0125 4.8378 -3.0548 -1.02 -1.77 2.69
S -1.4514 4.0733 -1.8625 0.34 0.78 -1.60
O -0.5338 3.8453 -0.7468 -2.19 0.60 -1.47
O -2.9260 4.6818 -1.3758 2.59 -1.93 0.97
C -3.7979 5.1219 -2.3899 -0.28 2.07 -1.66
C -5.2551 5.1679 -1.9616 0.83 0.07 0.09
C -1.9459 2.3613 -2.4245 0.56 1.38 0.35
H -3.5865 4.6788 -3.3631 -0.23 -0.78 0.12
H -3.5133 6.1527 -2.6013 0.04 0.22 0.08
H -5.8182 5.7309 -2.7059 0.00 -0.36 -0.26
H -5.2870 5.8196 -1.0884 -0.25 -0.51 0.37
H -5.6628 4.1688 -1.8075 -0.24 0.22 0.23
H -1.0085 1.9441 -2.7926 -0.09 -0.07 0.07
H -2.6734 2.4513 -3.2312 -0.10 0.03 0.14
H -2.2840 1.8498 -1.5233 -0.09 0.03 -0.28
O -3.3702 3.2979 2.0769 0.83 -3.69 1.03
S -2.9531 1.9477 2.5155 -0.21 0.71 0.06
O -1.9885 1.7657 3.6107 -1.90 0.22 -1.98
O -4.3240 1.0384 2.7780 1.76 1.32 0.04
C -4.1610 -0.2489 3.3967 0.00 -0.10 1.14
C -5.5659 -0.6961 3.5668 -1.80 -0.43 0.23
C -2.4600 0.9602 1.0487 0.13 1.24 -0.54
H -3.6712 -0.1886 4.3686 0.05 0.54 0.07
H -3.5496 -0.9739 2.8594 0.01 0.24 -0.80
H -5.7426 -1.7029 3.9454 0.58 -0.26 -0.28
H -6.1203 -0.5685 2.6371 0.07 -0.25 -0.18
H -6.1416 -0.1072 4.2808 0.42 0.46 0.07
H -2.0597 -0.0424 1.1993 -0.10 0.17 0.62
H -1.7469 1.5537 0.4765 0.39 0.05 0.37
H -3.3461 0.9432 0.4142 -0.26 -0.12 0.26
```
Forces are in eV/Å.

Listed below, in e, are the Mulliken charges computed for each atom: 0.80 1.18 -0.17 0.54 0.54 0.19 -0.68 0.26 -0.56 1.18 -0.61 -0.42 0.51 -1.09 -0.46 -0.32 0.44 0.06 0.28 0.45 -0.09 0.05 0.53 -0.65 0.80 -0.50 -0.13 -0.76 -0.35 -1.09 0.53 0.38 -0.14 0.00 0.51 0.38 0.40 0.44 -0.50 1.05 -0.64 -0.32 -0.38 -0.87 -0.95 0.43 0.32 0.07 0.46 0.17 0.46 0.20 0.39 -0.58 1.30 -0.64 -0.38 0.39 -1.43 -0.62 0.27 -0.15 0.45 0.43 0.30 -0.22 0.34 0.38 -0.62 0.87 -0.37 -0.20 -0.35 -1.18 -0.54 0.43 0.33 0.37 0.31 0.29 0.16 0.51 -0.03 -0.57 1.13 -0.58 -0.36 0.49 -1.52 -0.03 0.25 0.01 0.39 0.33 0.35 -0.15 -0.37 0.50

=====

Here is an isolated molecule of C3H5NO3 in a non-equilibrium geometry from the OMol25 dataset. Energies are from ωB97M-V/def2-TZVPD.

The LUMO energy comes out at 0.524 eV. As for the SMILES: O=C1NCC1(O)O. As for the spin multiplicity: 1. As for the net charge: 0. The total energy comes out at -397.720246 Ha. The value obtained for the HOMO-LUMO gap is 0.324 hartree.

Geometry as XYZ:
```
12
Properties=species:S:1:pos:R:3:forces:R:3
O -1.3236 2.1404 0.3749 1.02 -0.58 -0.67
C -0.8248 1.0529 0.1608 1.01 1.96 1.75
N -1.4570 -0.1023 0.0343 -2.40 -1.17 -0.05
C -0.3906 -1.0130 -0.1671 1.92 1.24 -2.47
C 0.7544 0.0682 0.2407 -6.43 0.83 -2.63
O 1.2309 0.0314 1.4380 5.09 0.68 2.12
O 1.6527 0.3499 -0.7114 2.21 0.09 0.93
H -2.4640 -0.2352 -0.2013 1.36 0.18 0.37
H -0.2433 -1.0286 -1.2953 0.02 -1.33 1.09
H -0.4541 -1.9416 0.3366 0.10 -0.96 0.35
H 2.2420 0.3457 1.3569 -3.22 -0.97 0.51
H 1.2774 0.3324 -1.5672 -0.67 0.02 -1.32
```
Forces are in eV/Å.

Listed below, in e, are the Mulliken charges computed for each atom: -0.60 0.18 -0.11 -0.72 0.79 -0.51 -0.56 0.25 0.23 0.35 0.37 0.33

=====

Here is a cluster of 3 separate species, C20H22N2O3 in total in a non-equilibrium geometry from the OMol25 dataset. Energies are from ωB97M-V/def2-TZVPD.

The LUMO energy comes out at -1.048 eV. As for the SMILES: O=C1C=CC(=O)C(CCCCO)=C1.c1ccncc1.c1ccncc1. As for the spin multiplicity: 1. As for the net charge: 0. The total energy comes out at -1110.395438 Ha. The value obtained for the HOMO-LUMO gap is 0.320 hartree.

Geometry as XYZ:
```
47
Properties=species:S:1:pos:R:3:forces:R:3
O 4.3133 -3.1030 -1.4479 -2.77 0.38 2.33
C 3.4087 -2.8981 -0.5963 2.25 -0.30 -1.59
C 3.6851 -1.7473 0.4572 -3.03 -0.25 1.55
C 2.6478 -1.4355 1.3525 1.11 -1.47 -2.03
C 1.2583 -2.2230 1.2241 -1.62 1.80 1.68
O 0.3111 -1.7284 1.8950 2.71 -1.97 -2.12
C 1.0503 -3.4919 0.3021 2.39 -0.81 -1.47
C -0.2259 -4.4397 0.3191 -0.09 0.35 -0.78
C -1.5794 -3.6872 -0.1820 0.68 -0.58 0.67
C -2.4744 -3.1445 1.0209 -0.71 -0.28 0.06
C -3.3974 -1.8842 0.6665 -0.15 0.67 0.67
O -3.1847 -1.3258 -0.6499 0.24 0.38 0.43
C 2.1115 -3.8047 -0.5992 -1.46 1.84 2.48
H 4.6670 -1.1891 0.5049 -1.23 -1.03 -0.48
H 2.7348 -0.6205 2.1488 -0.42 -1.38 -1.31
H -0.0256 -5.2523 -0.4721 -0.04 1.21 1.25
H -0.3676 -4.9903 1.3057 0.22 0.99 -1.09
H -1.2319 -2.8993 -0.9201 -0.79 -0.81 0.97
H -2.1815 -4.4842 -0.7323 0.76 1.24 0.53
H -3.1928 -4.0014 1.3013 1.10 1.23 -0.35
H -1.9047 -2.8975 1.9718 -0.31 -0.34 -1.47
H -3.2375 -1.0309 1.4216 -0.19 -1.46 -0.86
H -4.4894 -2.1921 0.7367 1.30 0.39 -0.18
H -2.7736 -0.4336 -0.5915 -0.29 -1.13 0.20
H 2.0268 -4.6943 -1.3001 0.44 1.44 0.91
C 3.6377 3.7238 1.0852 0.07 0.08 0.02
C 3.4375 3.1032 -0.1391 0.01 0.06 0.11
C 2.4437 2.1417 -0.2318 -0.40 -0.26 0.30
N 1.6639 1.7715 0.7955 0.47 0.46 0.06
C 1.8795 2.3857 1.9686 -0.23 -0.33 -0.38
C 2.8442 3.3613 2.1637 0.08 0.03 -0.11
H 4.4047 4.4821 1.1979 -0.04 -0.04 -0.01
H 4.0388 3.3603 -1.0020 -0.04 -0.03 0.02
H 2.2468 1.6305 -1.1687 0.05 0.02 -0.01
H 1.2365 2.0654 2.7824 0.03 0.04 0.01
H 2.9723 3.8250 3.1338 -0.03 -0.04 -0.03
C -3.2639 4.4212 -1.7860 -0.04 0.07 0.00
C -3.8745 3.1808 -1.8966 0.05 0.13 0.02
C -3.0700 2.0528 -1.8982 0.52 -0.14 0.02
N -1.7321 2.0889 -1.8024 -0.37 0.48 0.03
C -1.1664 3.3005 -1.6980 -0.03 -0.53 -0.03
C -1.8817 4.4871 -1.6835 -0.15 -0.04 -0.02
H -3.8589 5.3278 -1.7797 0.03 -0.05 0.00
H -4.9504 3.0915 -1.9793 0.05 -0.03 0.01
H -3.5004 1.0597 -1.9797 -0.10 0.06 -0.06
H -0.0836 3.3001 -1.6240 -0.03 0.06 0.03
H -1.3718 5.4381 -1.5950 0.00 -0.06 -0.01
```
Forces are in eV/Å.

Listed below, in e, are the Mulliken charges computed for each atom: -0.57 0.23 -0.39 -0.28 0.57 -0.60 0.70 -0.65 -0.71 -0.42 -0.45 -0.51 -0.68 0.38 0.33 0.29 0.36 0.36 0.38 0.35 0.23 0.24 0.28 0.27 0.27 -0.13 -0.52 -0.35 -0.22 -0.38 -0.44 0.36 0.40 0.50 0.39 0.41 -0.12 -0.66 -0.14 -0.44 0.00 -0.52 0.37 0.35 0.51 0.32 0.34

=====

Here is a cluster of 10 separate species, C19H58O10 in total in a non-equilibrium geometry from the OMol25 dataset. Energies are from ωB97M-V/def2-TZVPD.

The LUMO energy comes out at 0.299 eV. As for the SMILES: CC(C)O.CC(C)O.CC(C)O.CCO.CCO.CCO.CCO.CCO.O.O. As for the spin multiplicity: 1. As for the net charge: 0. The total energy comes out at -1511.019106 Ha. The value obtained for the HOMO-LUMO gap is 0.368 hartree.

Geometry as XYZ:
```
87
Properties=species:S:1:pos:R:3:forces:R:3
C 3.2522 2.1945 4.0015 0.69 -0.34 -0.81
C 2.1328 3.1063 4.3071 -1.01 1.66 0.15
C 0.8602 2.5530 3.6553 0.63 -0.91 0.59
O 2.0338 3.2435 5.7627 0.47 -0.80 -1.28
H 3.0490 1.2798 4.5613 0.42 -0.18 -0.16
H 4.2183 2.6308 4.2553 -0.02 -0.20 0.25
H 3.2690 2.0035 2.9017 -0.01 -0.08 0.80
H 2.3264 4.1147 3.9063 0.07 -0.16 0.03
H -0.0541 3.0440 3.9420 -0.31 0.43 0.05
H 0.8215 1.5300 4.0449 -0.44 -0.08 -0.13
H 0.9319 2.4634 2.5623 0.08 0.38 0.35
H 1.2516 3.7496 5.9410 -0.58 0.41 0.19
C 0.4798 5.5715 0.5285 -0.99 -1.05 -0.04
C -0.7432 4.6509 0.2655 -0.45 0.71 0.28
C -2.0101 5.3758 -0.2631 1.95 -0.09 -0.86
O -0.3782 3.6536 -0.6953 -0.64 -0.45 0.43
H 0.2083 6.2325 1.3567 0.11 0.30 -0.37
H 0.6975 6.0842 -0.4121 0.24 0.21 0.35
H 1.3404 4.9800 0.8789 -0.23 0.13 -0.36
H -1.0698 4.2348 1.2331 0.43 -0.52 -0.18
H -1.7114 5.9898 -1.1102 0.00 0.14 -0.21
H -2.4985 6.0163 0.4268 -0.43 0.39 0.91
H -2.6646 4.6260 -0.6529 -0.72 -0.44 -0.03
H -1.1756 3.0803 -0.8562 0.88 0.63 -0.07
C -2.8205 -2.6679 1.9417 -0.23 -0.54 -1.90
C -2.0146 -3.3375 0.8376 0.71 1.52 -1.67
C -1.7764 -4.8187 0.9752 -1.25 0.19 1.00
O -2.7785 -3.2175 -0.4152 0.09 0.20 -0.27
H -2.8792 -1.5802 1.7609 -0.18 -0.56 0.25
H -2.3771 -2.9127 2.8611 0.54 0.00 1.52
H -3.7757 -3.1991 1.8555 -0.23 0.63 0.38
H -1.0407 -2.8193 0.7021 -0.47 -0.12 -0.03
H -1.6890 -5.2801 -0.0192 0.26 0.02 0.59
H -2.7094 -5.1442 1.4748 0.41 -0.66 -0.41
H -0.9596 -5.0178 1.6784 0.04 -0.15 -0.47
H -2.8416 -2.3251 -0.8230 0.15 -0.27 1.02
C 4.2295 -1.5852 -2.5995 -0.94 -0.24 -0.68
C 2.9954 -1.5348 -3.4993 0.94 -0.38 -0.94
O 1.7938 -1.5762 -2.7296 0.36 -0.10 0.03
H 5.1399 -1.3161 -3.1459 -0.17 -0.55 -0.02
H 4.2453 -2.5478 -2.0911 0.46 0.01 -0.05
H 4.0919 -0.8229 -1.8918 -0.01 1.02 1.37
H 3.1105 -2.3857 -4.1935 -0.62 0.03 0.18
H 3.0623 -0.6491 -4.1440 -0.31 0.14 0.27
H 1.0230 -1.5381 -3.3065 0.16 -0.07 -0.17
C -5.9388 -1.2271 -1.7925 -0.75 -0.19 -0.04
C -5.0464 -1.7358 -2.9176 0.73 0.59 -0.31
O -3.7337 -1.1299 -2.7108 0.02 0.43 -0.50
H -6.7532 -0.5833 -2.1707 0.02 -0.73 0.05
H -5.4052 -0.5359 -1.1686 0.70 0.12 0.39
H -6.3073 -2.0357 -1.1415 -0.10 0.37 -0.37
H -5.4699 -1.4013 -3.8949 0.46 -0.48 0.57
H -4.8389 -2.8174 -2.9137 -0.66 0.28 -0.02
H -3.2957 -0.9722 -3.5644 -0.25 -0.39 0.42
C 2.3294 -2.9492 2.3292 -0.21 1.65 -0.76
C 2.3149 -4.1564 1.4286 -0.28 0.05 -0.23
O 1.9866 -5.3585 2.1332 -0.22 0.69 0.83
H 2.6055 -1.9971 1.7663 -0.04 -1.30 0.66
H 2.9803 -3.0700 3.1739 0.63 -0.07 0.32
H 1.3445 -2.7150 2.7444 -0.17 -0.28 -0.11
H 3.2625 -4.2815 0.9109 0.35 -0.18 0.26
H 1.6041 -3.9873 0.6157 -0.33 -0.12 0.05
H 1.6943 -5.0792 3.0312 0.30 -0.47 -0.99
C 1.8582 2.3230 -3.8391 -1.20 -1.22 1.03
C 2.1741 1.8116 -2.4213 1.48 -0.58 -0.66
O 2.3799 2.8025 -1.4524 0.27 0.56 0.09
H 0.9127 2.8339 -3.7465 -0.32 0.61 -0.21
H 1.6103 1.4296 -4.4184 0.24 0.02 -0.31
H 2.5638 2.9310 -4.3643 0.68 0.29 0.06
H 3.0660 1.1055 -2.4732 -0.82 1.07 0.33
H 1.3609 1.2212 -2.0431 -0.66 -0.69 -0.39
H 1.4980 3.1568 -1.2433 0.16 0.07 0.12
C 0.2917 -0.0976 1.5346 -1.05 0.18 -0.76
C 0.6089 -0.5993 0.1543 1.15 -0.13 -0.08
O -0.6270 -0.6468 -0.5472 0.05 0.36 -0.18
H -0.3875 0.7739 1.4342 0.41 -0.39 0.19
H 1.1592 0.1897 2.0652 0.97 0.34 0.53
H -0.2098 -0.8679 2.0929 -0.40 -0.28 0.38
H 1.1060 -1.5897 0.1454 -0.52 0.16 0.20
H 1.3885 0.0371 -0.3133 -0.76 0.07 -0.09
H -0.4602 -1.0106 -1.4184 -0.05 -0.31 -0.35
O -1.1340 -3.1450 -2.6163 -0.48 0.69 -0.55
H -0.2886 -3.5161 -2.4068 0.65 -0.44 0.33
H -1.7318 -3.3126 -1.8639 0.20 -0.25 0.08
O -2.4243 1.7522 -1.1865 0.37 -0.64 0.10
H -1.7967 1.0950 -0.8265 -0.10 0.07 0.09
H -2.8480 1.2228 -1.8747 -0.23 0.22 -0.05
```
Forces are in eV/Å.

Listed below, in e, are the Mulliken charges computed for each atom: -1.21 0.53 -0.94 -0.57 0.34 0.35 0.24 0.20 0.46 0.29 0.04 0.31 -1.40 0.87 -1.48 -0.25 0.41 0.38 0.28 0.10 0.30 0.41 0.37 0.18 -1.56 1.89 -1.30 -0.73 0.29 0.39 0.47 -0.71 0.32 0.38 0.29 0.20 -1.14 -0.32 -0.33 0.34 0.33 0.28 0.35 0.31 0.20 -0.95 -0.22 -0.41 0.34 0.23 0.25 0.34 0.26 0.23 -1.05 0.04 -0.58 0.19 0.52 0.28 0.31 0.02 0.34 -1.36 0.78 -0.58 0.34 0.35 0.32 0.09 -0.27 0.32 -1.28 0.14 0.13 0.34 0.41 0.03 -0.13 0.16 0.09 -0.66 0.30 0.43 -0.72 0.25 0.23